Molecular formula: C14H15BFN4O11
Method: DFT, ωB97M-V with the def2-TZVPD basis set

The geometry in ORCA input format:
```
! wB97M-V def2-TZVPD RIJCOSX def2/J DEFGRID3
* xyz -1 1
N -1.53 2.78 1.41
C -0.83 2.17 0.18
N -0.67 0.66 0.43
N -1.64 2.30 -1.09
C 0.65 2.94 0.11
C 1.62 2.03 -0.84
C 2.54 0.86 -0.15
C 2.63 0.54 1.47
C 4.18 1.00 1.93
F 4.37 2.39 1.36
C 3.50 -0.10 -1.11
C 3.47 0.18 -2.73
O 4.26 -0.64 -3.69
C 2.52 1.41 -3.26
N 1.64 2.28 -2.34
C 0.84 3.37 -3.06
O -0.20 3.13 -3.88
O 1.23 4.81 -2.91
H -2.06 2.02 1.93
H -2.30 3.41 1.06
H -1.65 0.30 0.65
H -0.44 0.17 -0.48
H -1.85 3.29 -1.34
H -1.17 1.78 -1.87
H 0.55 4.04 -0.35
H 1.12 3.11 1.18
H 2.48 -0.61 1.72
H 1.86 1.14 2.12
H 5.01 0.35 1.37
H 4.35 0.95 3.08
H 4.17 -0.95 -0.65
H 3.72 -1.47 -3.93
H 2.52 1.62 -4.43
B -3.45 -3.94 1.39
O -3.45 -4.74 2.62
C -3.05 -5.97 2.29
O -2.93 -6.89 3.09
C -2.78 -6.04 0.88
O -2.41 -7.02 0.26
O -3.02 -4.84 0.32
O -4.79 -3.41 1.12
C -4.68 -2.07 1.08
O -5.61 -1.31 0.88
C -3.31 -1.69 1.32
O -2.87 -0.55 1.35
O -2.56 -2.79 1.50
*
```

Computed properties:
Frontier orbital gap = 6.57 eV
DFT total energy = -1713.7767 hartree
Lowest unoccupied orbital energy = -0.092 eV